1.
106
Properties=species:S:1:pos:R:3 method="wB97M-V/def2-TZVPD" s_squared=0.76 lumo_energy_ha="-0.120 / -0.120" total_charge=+1 homo_ev="-10.02 / -10.00" de_lowest_kcal_mol=8.9 multiplicity=2
Ru -0.1945 0.4001 -0.2394
O -0.1958 2.3403 0.0107
C -1.0586 3.1876 0.7524
C -1.5178 2.6045 2.1056
C -1.8069 1.1393 2.2244
C -2.9643 0.6020 2.7635
C -2.9546 -0.7330 3.1551
C -1.7881 -1.4751 3.0601
C -0.6816 -0.8857 2.4640
C 0.6718 -1.5363 2.4051
C 1.7709 -0.6280 1.8363
O 1.4924 -0.2166 0.5089
C 2.0039 0.5765 2.7626
C 2.0864 1.8608 2.2433
C 2.3342 2.9448 3.0802
C 2.5093 2.7559 4.4448
C 2.4470 1.4706 4.9671
C 2.2029 0.3906 4.1288
C 3.0968 -1.4026 1.7361
C 3.3190 -2.6473 2.3115
C 4.5541 -3.2854 2.1851
C 5.5795 -2.6839 1.4808
C 5.3676 -1.4329 0.9045
C 4.1429 -0.8017 1.0319
N -0.7295 0.3682 1.9915
C -0.2494 4.4622 1.0630
C 0.9708 4.7021 0.4452
C 1.6879 5.8637 0.7185
C 1.1955 6.7992 1.6151
C -0.0311 6.5723 2.2267
C -0.7486 5.4193 1.9454
C -2.2620 3.6381 -0.1026
C -2.0101 4.4154 -1.2377
C -3.0429 4.9535 -1.9863
C -4.3681 4.7208 -1.6207
C -4.6357 3.9275 -0.5188
C -3.5883 3.3891 0.2310
H -2.3599 3.1665 2.5004
H -0.6858 2.7578 2.7975
H -3.8329 1.2263 2.9344
H -3.8445 -1.1760 3.5917
H -1.7305 -2.4842 3.4518
H 0.6252 -2.4630 1.8383
H 0.9206 -1.8279 3.4262
H 1.9324 2.0129 1.1825
H 2.3811 3.9430 2.6608
H 2.7015 3.6011 5.0943
H 2.5981 1.3044 6.0268
H 2.1948 -0.6074 4.5569
H 2.5376 -3.1469 2.8700
H 4.7086 -4.2528 2.6471
H 6.5394 -3.1767 1.3862
H 6.1748 -0.9464 0.3685
H 3.9753 0.1784 0.5995
H 1.3703 3.9710 -0.2411
H 2.6397 6.0319 0.2284
H 1.7575 7.6986 1.8345
H -0.4342 7.2992 2.9207
H -1.7156 5.2778 2.4168
H -0.9814 4.6295 -1.5071
H -2.8179 5.5775 -2.8435
H -5.1789 5.1594 -2.1899
H -5.6610 3.7362 -0.2227
H -3.8366 2.7855 1.0950
Se -6.9455 -2.4416 0.3398
N -6.3419 -1.0105 -0.5271
C -5.0476 -1.1367 -0.5869
C -4.1557 -0.1589 -1.2260
C -4.5769 0.8632 -2.0977
C -3.6340 1.6671 -2.6827
C -2.2941 1.5401 -2.2978
N -1.9107 0.5922 -1.4605
C -2.8091 -0.2912 -1.0224
C -2.2277 -1.5327 -0.4418
N -0.8876 -1.6125 -0.4754
C -0.3216 -2.7808 -0.2164
C -1.0725 -3.8980 0.1603
C -2.4308 -3.7801 0.2979
C -3.0384 -2.5558 -0.0218
C -4.4883 -2.3232 0.0203
N -5.3308 -3.1505 0.5693
H -5.6332 0.9831 -2.3109
H -3.9123 2.4321 -3.3926
H -1.5213 2.2121 -2.6417
H 0.7592 -2.8071 -0.2839
H -0.5678 -4.8334 0.3599
H -3.0420 -4.6120 0.6267
C 0.6891 -1.2973 -3.5980
N 2.0695 -1.0892 -3.1892
C 2.5254 -0.0031 -2.5362
Se 1.5753 1.4513 -1.8873
N 3.8541 -0.1574 -2.4005
C 4.2783 -1.3589 -2.9687
C 5.5268 -1.9477 -3.0832
C 5.5807 -3.1687 -3.7342
C 4.4273 -3.7709 -4.2522
C 3.1843 -3.1728 -4.1332
C 3.1369 -1.9535 -3.4765
H 0.0286 -1.1250 -2.7551
H 0.5858 -2.3215 -3.9439
H 0.4215 -0.6107 -4.3997
H 4.4234 0.5114 -1.9094
H 6.4159 -1.4771 -2.6822
H 6.5343 -3.6665 -3.8491
H 4.5085 -4.7232 -4.7598
H 2.2977 -3.6450 -4.5355


2.
131
Properties=species:S:1:pos:R:3 method="wB97M-V/def2-TZVPD" lumo_energy_ha=-0.164 total_charge=+1 homo_ev=-10.95
C 6.1940 1.8432 3.5116
C 6.4659 1.3551 2.0987
Cl 8.1135 1.7577 1.5959
C 5.4740 1.8952 1.0483
Cl 5.1137 3.5906 1.2827
C 4.2185 1.0526 1.0574
C 2.9578 1.4780 1.4318
C 1.8669 0.6020 1.4106
C 0.5577 1.1529 1.8741
C 0.5658 1.4729 3.3914
C 0.0248 0.4068 4.3174
O 0.3038 0.3788 5.4660
O -0.8469 -0.4364 3.7412
C 2.0809 -0.7276 0.9829
I 0.4945 -2.0600 0.9776
C 3.3519 -1.1217 0.5931
P 3.8526 -2.7866 -0.0296
O 2.8105 -3.5925 -0.6589
N 4.3588 -0.2149 0.6553
H 6.6059 2.8262 3.6707
H 6.6132 1.1448 4.2220
H 5.1206 1.8563 3.6799
H 6.4069 0.2737 2.1219
H 5.9294 1.7806 0.0680
H 2.7953 2.4902 1.7503
H -0.2816 0.5103 1.6615
H 0.4004 2.0799 1.3308
H -0.1004 2.3197 3.5318
H 1.5383 1.7783 3.7481
H -0.7440 -1.3493 4.0657
H 4.5014 -3.3359 1.0894
H 4.8867 -2.4171 -0.9105
H 5.2861 -0.5060 0.3678
C 4.1128 0.7998 -2.4002
C 4.7787 1.8259 -2.9405
C 4.4578 2.3384 -4.3215
O 5.0945 3.2971 -4.7089
C 3.4198 1.6674 -5.0840
C 2.7639 0.6344 -4.5358
C 3.0562 0.1469 -3.1461
O 2.3874 -0.7660 -2.6910
O 1.7978 -0.0248 -5.1647
O 5.7465 2.4760 -2.3150
H 4.3266 0.4334 -1.4105
H 3.1997 2.0318 -6.0848
H 1.4798 -0.7175 -4.5570
H 6.0476 3.1750 -2.9325
C -0.1798 -4.9270 5.3987
C 0.1606 -6.2284 5.4237
C 0.0434 -7.1141 4.2025
O 0.3977 -8.2680 4.3182
C -0.4819 -6.5369 2.9760
C -0.8299 -5.2461 2.9668
C -0.6796 -4.3587 4.1763
O -0.9868 -3.1795 4.0346
O -1.3288 -4.6095 1.9141
O 0.6260 -6.8335 6.4942
H -0.0913 -4.2844 6.2634
H -0.5783 -7.1772 2.1107
H -1.5061 -3.7058 2.2435
H 0.7944 -7.7636 6.2423
C -3.3909 3.6306 3.6471
C -3.1836 2.3520 3.3008
C -3.3087 1.8800 1.8707
O -3.0512 0.7129 1.6402
C -3.7000 2.8410 0.8586
C -3.9197 4.1178 1.2071
C -3.7637 4.5961 2.6292
O -3.9607 5.7756 2.8433
O -4.2782 5.0571 0.3505
O -2.8416 1.4123 4.1715
H -3.2987 3.9792 4.6663
H -3.8009 2.4913 -0.1592
H -4.3673 5.8825 0.8665
H -2.7855 0.5713 3.6650
C -4.4603 -2.3299 7.3711
C -4.0311 -1.6420 6.3036
C -4.7012 -1.7651 4.9493
O -4.2495 -1.0918 4.0365
C -5.8369 -2.6578 4.8168
C -6.2550 -3.3453 5.8913
C -5.5937 -3.2200 7.2394
O -6.0622 -3.8755 8.1505
O -7.2796 -4.1797 5.8661
O -3.0130 -0.7975 6.3676
H -3.9923 -2.2458 8.3415
H -6.3201 -2.7514 3.8550
H -7.3688 -4.5301 6.7744
H -2.8700 -0.4348 5.4752
C 2.1996 1.9748 -11.2450
C 2.5756 1.7465 -9.9803
C 3.3101 2.7820 -9.1670
O 3.5970 2.4890 -8.0143
C 3.6367 4.0460 -9.7789
C 3.2640 4.2779 -11.0482
C 2.5074 3.2531 -11.8596
O 2.1994 3.5619 -12.9928
O 3.5192 5.4014 -11.6877
O 2.3347 0.6083 -9.3444
H 1.6708 1.2414 -11.8366
H 4.1763 4.7727 -9.1885
H 3.1376 5.3043 -12.5828
H 2.7053 0.7045 -8.4481
C 1.3491 4.8675 -4.2660
C 1.6224 4.4991 -3.0116
C 1.5934 5.4635 -1.8571
O 1.8447 5.0022 -0.7534
C 1.2793 6.8472 -2.1198
C 1.0059 7.2317 -3.3780
C 1.0129 6.2579 -4.5337
O 0.7377 6.6916 -5.6324
O 0.7106 8.4724 -3.7093
O 1.9466 3.2588 -2.6537
H 1.3679 4.1777 -5.0984
H 1.2745 7.5361 -1.2872
H 0.5540 8.4774 -4.6739
H 2.0886 3.3054 -1.6875
C -7.1121 -6.4077 1.5856
C -7.2332 -7.4125 0.7042
C -6.7187 -7.3020 -0.7105
O -6.8576 -8.2718 -1.4294
C -6.0995 -6.0574 -1.1262
C -5.9829 -5.0533 -0.2459
C -6.4720 -5.1767 1.1766
O -6.3026 -4.2202 1.9126
O -5.4418 -3.8814 -0.5426
O -7.8009 -8.5692 0.9908
H -7.4744 -6.4776 2.6016
H -5.7521 -5.9800 -2.1465
H -5.4825 -3.3478 0.2744
H -7.7522 -9.1106 0.1786


Number 1: F_max 2.96 eV/Å, DFT total energy -203423.777 eV. Number 2: F_max 1.45 eV/Å, DFT total energy -163030.514 eV.